No. 1
Below is a gas-phase ion, C15H28BBrClN7O4P (charge +1), with properties calculated with wB97M-V/def2-TZVPD.

## Properties
gap between HOMO and LUMO: 6.98 eV
HOMO: -0.44347 hartree
electronic energy: -127144.4718 eV
net charge: +1

XYZ file:
```
58
C15H28BBrClN7O4P wB97M-V/def2-TZVPD
C 2.74 -0.05 3.49
C 2.94 -1.21 2.34
B 2.59 -0.55 0.90
O 3.04 0.82 0.67
N 1.88 -1.22 -0.26
C 2.73 -1.89 -1.32
C 3.88 -2.76 -0.55
N 3.54 -3.89 0.06
C 0.56 -1.22 -0.39
N -0.29 -1.79 -1.48
O -0.91 -2.96 -1.25
C -1.19 -0.58 -1.77
N -2.37 -1.17 -2.47
C -2.15 -1.42 -3.74
O -1.94 -1.59 -4.95
P -0.07 0.34 -3.06
N -0.86 1.53 -3.82
C -1.43 0.19 -0.33
C -3.02 0.11 -0.12
C -3.61 0.82 1.20
O -3.25 0.62 2.38
Br -5.13 2.12 0.95
C -0.86 1.71 -0.18
Cl -0.53 2.17 1.60
C -1.82 2.85 -0.78
C -0.91 4.18 -1.06
N -0.47 -0.59 0.50
C -0.94 -1.44 1.63
N -0.64 -0.83 3.00
C -1.52 -1.57 4.00
H 2.12 -0.57 4.32
H 2.02 0.74 3.04
H 3.73 0.38 3.86
H 2.30 -2.15 2.53
H 4.07 -1.46 2.33
H 3.04 0.98 -0.32
H 3.21 -1.11 -2.04
H 2.15 -2.63 -1.98
H 4.97 -2.39 -0.50
H 2.52 -4.06 -0.07
H -1.66 -2.89 -0.60
H 0.49 -0.60 -4.03
H 1.09 0.83 -2.33
H -1.83 1.54 -3.48
H -3.52 0.66 -1.02
H -3.36 -1.00 -0.06
H 0.17 1.85 -0.69
H -2.46 2.53 -1.68
H -2.57 3.17 0.05
H -1.34 4.84 -1.91
H -0.98 4.83 -0.10
H 0.20 3.94 -1.21
H -0.29 -2.41 1.61
H -2.02 -1.80 1.59
H 0.32 -1.19 3.23
H -0.86 -1.83 4.93
H -2.38 -0.91 4.40
H -1.89 -2.59 3.60
```

Atom charges from the Mulliken analysis, given in e for atoms 1 to 8: -0.86, -0.38, 0.07, -0.68, 0.88, -0.43, -0.29, -0.50

=====

No. 2
Below is a molecular structure, C15H28Br12F3GaNO3, with properties calculated with wB97M-V/def2-TZVPD.

## Properties
gap between HOMO and LUMO: 5.46 eV
HOMO: -0.14337 hartree
electronic energy: -924679.0583 eV
net charge: -1

XYZ file:
```
63
C15H28Br12F3GaNO3 wB97M-V/def2-TZVPD
C 4.38 2.54 -0.76
C 3.58 2.28 -1.83
Ga 1.87 3.23 -2.32
O 1.79 3.56 -4.15
O 1.59 4.92 -1.44
N 1.77 4.85 -0.14
O 1.25 5.76 0.45
C 0.31 1.97 -1.87
F 0.01 1.16 -2.93
F -0.86 2.59 -1.53
F 0.63 1.11 -0.87
H 4.99 3.43 -0.66
H 4.47 1.83 0.06
H 3.86 1.46 -2.49
H 2.42 4.23 -4.40
Br 7.68 1.83 1.03
C 8.39 0.28 0.10
C 7.79 0.11 -1.27
Br 5.99 -0.61 -1.20
H 8.21 -0.58 0.74
H 9.46 0.46 0.02
H 8.36 -0.62 -1.84
H 7.73 1.04 -1.82
Br -2.34 0.23 -0.33
C -3.10 -1.41 0.39
C -2.04 -2.34 0.92
Br -1.11 -3.26 -0.53
H -3.70 -1.86 -0.39
H -3.75 -1.09 1.21
H -2.49 -3.13 1.51
H -1.28 -1.83 1.50
Br -1.32 -6.25 1.82
C -2.66 -6.53 0.44
C -3.04 -7.98 0.31
Br -1.67 -9.00 -0.62
H -2.26 -6.11 -0.47
H -3.53 -5.95 0.76
H -3.93 -8.09 -0.29
H -3.19 -8.46 1.27
Br -5.17 -1.52 4.45
C -6.51 -1.76 3.07
C -6.83 -3.22 2.86
Br -5.42 -4.12 1.86
H -6.13 -1.28 2.17
H -7.39 -1.23 3.42
H -7.73 -3.32 2.25
H -6.96 -3.76 3.78
Br -6.51 -1.64 -1.42
C -6.90 -0.38 -2.85
C -5.85 0.68 -2.98
Br -6.00 2.05 -1.61
H -7.89 0.03 -2.65
H -6.94 -0.99 -3.75
H -5.98 1.21 -3.92
H -4.84 0.29 -2.93
Br 4.10 5.51 1.46
C 5.69 5.00 2.45
C 6.56 6.18 2.80
Br 7.57 6.82 1.26
H 6.21 4.26 1.84
H 5.32 4.52 3.35
H 7.31 5.90 3.53
H 5.99 7.02 3.17
```

Atom charges from the Mulliken analysis, given in e for atoms 1 to 8: -0.27, -0.51, 0.21, -0.62, -0.32, 0.22, -0.50, 0.54

=====

No. 3
Below is 3 unconnected molecules or ions with the total composition C15H28N2O15S4, with properties calculated with wB97M-V/def2-TZVPD.

## Properties
gap between HOMO and LUMO: 8.67 eV
HOMO: -0.30447 hartree
electronic energy: -93039.1453 eV

XYZ file:
```
64
C15H28N2O15S4 wB97M-V/def2-TZVPD
C 1.76 2.05 -0.43
C 2.09 0.56 -0.56
C 2.21 0.00 0.85
O 1.85 -1.38 1.00
C 2.60 -2.18 0.22
O 3.73 -1.94 0.08
C 2.07 -3.44 -0.43
S 0.36 -3.55 -1.06
N -0.67 -2.50 -0.14
C -1.94 -2.50 -0.73
O -2.12 -2.93 -1.80
O -2.86 -1.98 0.07
C -4.10 -1.63 -0.58
C -4.08 -0.30 -1.33
O -3.65 -0.48 -2.67
C -3.27 0.74 -0.57
N -1.83 0.61 -0.75
O 3.36 0.51 -1.28
C 3.25 0.00 -2.54
O 3.31 -1.15 -2.71
C 3.07 0.91 -3.72
S 1.34 1.49 -3.90
H 1.04 2.25 0.35
H 2.70 2.55 -0.18
H 1.45 2.44 -1.39
H 1.36 0.03 -1.15
H 3.19 0.21 1.27
H 1.51 0.55 1.46
H 2.32 -4.27 0.21
H 2.70 -3.55 -1.31
H -0.72 -2.74 0.84
H -4.82 -1.49 0.22
H -4.48 -2.42 -1.21
H -5.12 0.03 -1.37
H -3.21 0.33 -2.95
H -3.57 1.73 -0.92
H -3.48 0.69 0.49
H -1.58 0.15 -1.62
H -1.38 0.18 0.04
H 3.72 1.77 -3.64
H 3.30 0.35 -4.61
H 1.55 2.79 -4.16
C -5.94 -4.23 2.75
C -5.88 -3.83 4.21
O -5.49 -2.45 4.20
S -6.10 -1.75 2.89
O -7.30 -1.08 3.24
O -5.05 -1.09 2.21
O -6.49 -3.08 2.09
H -4.94 -4.41 2.35
H -6.56 -5.10 2.58
H -5.15 -4.42 4.78
H -6.86 -3.91 4.69
C 6.46 3.99 0.33
C 6.62 5.47 0.61
O 5.31 6.02 0.41
S 4.21 4.94 0.83
O 3.78 5.21 2.15
O 3.31 4.79 -0.25
O 5.18 3.66 0.88
H 6.44 3.79 -0.74
H 7.24 3.39 0.79
H 7.34 5.95 -0.05
H 6.91 5.65 1.65
```

Atom charges from the Mulliken analysis, given in e for atoms 1 to 8: -1.60, 0.73, -1.22, -0.39, 0.58, -0.48, -0.56, -0.06

=====

No. 4
Below is 2 unconnected molecules or ions with the total composition C15H28N5O7, with properties calculated with wB97M-V/def2-TZVPD.

## Properties
gap between HOMO and LUMO: 7.61 eV
HOMO: -0.18567 hartree
electronic energy: -37796.4077 eV
net charge: -1

XYZ file:
```
55
C15H28N5O7 wB97M-V/def2-TZVPD
O -5.76 1.94 0.98
O 1.05 -0.38 1.30
O 0.61 2.72 -1.76
O -3.01 3.42 -0.99
O -0.06 -2.18 0.72
N 2.31 -3.76 0.49
O 2.50 2.54 -2.99
O 4.42 -5.29 0.05
C -5.33 0.80 1.03
C -0.02 -0.99 1.10
C 1.82 2.51 -1.82
C -3.32 2.23 -0.97
C 3.45 -3.14 0.51
N -3.92 1.72 -2.06
N 3.41 -1.79 0.74
N 1.77 2.31 0.71
N -4.10 0.45 0.69
C -6.23 -0.33 1.50
C 4.73 -3.91 0.28
C -4.35 0.34 -2.31
C -1.34 -0.25 1.34
C 4.58 -0.91 0.67
C 2.61 2.26 -0.51
C 4.13 0.55 0.67
C 3.29 0.88 -0.59
C -1.71 0.62 0.13
C -3.03 1.39 0.30
H 1.46 -3.18 0.63
H 1.82 2.71 -3.65
H 3.43 -5.34 0.10
H -4.06 2.39 -2.79
H 2.48 -1.37 0.91
H 0.89 2.79 0.50
H 1.55 1.34 1.02
H -3.83 -0.51 0.79
H -6.24 -1.11 0.75
H -5.84 -0.72 2.44
H -7.23 0.06 1.65
H 5.37 -3.81 1.16
H 5.25 -3.50 -0.58
H -5.27 0.14 -1.77
H -3.58 -0.36 -1.99
H -4.52 0.20 -3.38
H -1.25 0.38 2.23
H -2.13 -0.99 1.53
H 5.23 -1.09 1.53
H 5.16 -1.11 -0.24
H 3.37 3.03 -0.44
H 3.54 0.72 1.58
H 5.00 1.21 0.71
H 3.95 0.85 -1.46
H 2.52 0.12 -0.73
H -1.77 -0.03 -0.75
H -0.91 1.33 -0.03
H -2.89 2.11 1.11
```

Atom charges from the Mulliken analysis, given in e for atoms 1 to 8: -0.65, -0.91, -0.57, -0.72, -0.93, -0.84, -0.48, -0.62

=====

No. 5
Below is a molecular structure, C15H29AlN3O8P2S, with properties calculated with wB97M-V/def2-TZVPD.

## Properties
gap between HOMO and LUMO: 8.52 eV
HOMO: -0.39276 hartree
ΔE to the lowest compared entry with this formula, charge and spin: 1.224 eV
electronic energy: -72890.5072 eV
net charge: +1

XYZ file:
```
59
C15H29AlN3O8P2S wB97M-V/def2-TZVPD
Al 0.42 0.66 0.59
C 4.58 1.60 1.66
C 3.10 1.36 1.53
O 2.74 0.65 0.35
P 2.35 0.28 2.79
O 2.12 0.98 4.17
O 3.36 -0.87 3.12
O 1.09 -0.23 2.16
P 2.02 2.88 1.52
O 2.09 3.43 3.03
O 2.41 3.88 0.54
O 0.62 2.23 1.40
H 5.12 0.67 1.55
H 4.81 2.03 2.64
H 4.92 2.31 0.89
H 3.10 1.11 -0.43
H 1.73 1.86 4.16
H 2.96 -1.72 3.35
H 2.39 4.34 3.02
N -2.02 1.34 -1.54
N -1.45 1.97 -2.64
C -0.15 2.31 -2.66
N 0.30 3.01 -3.71
S 0.99 1.90 -1.49
H -2.14 0.34 -1.68
H -2.92 1.76 -1.33
H -2.02 2.19 -3.45
H -0.30 3.35 -4.44
H 1.27 3.29 -3.70
C -2.15 0.69 1.68
C -3.06 -0.45 1.21
C -3.28 -1.43 2.37
C -2.65 -1.27 0.00
C -3.67 -2.00 -0.60
C -3.42 -2.87 -1.65
C -2.11 -3.06 -2.07
C -1.06 -2.35 -1.50
C 0.34 -2.63 -1.99
C 0.80 -1.52 -2.94
C 1.34 -2.83 -0.84
C -1.34 -1.42 -0.49
O -0.37 -0.63 -0.01
H -2.68 1.25 2.45
H -1.89 1.37 0.86
H -1.22 0.31 2.13
H -4.03 -0.01 0.97
H -2.35 -1.96 2.61
H -4.03 -2.17 2.11
H -3.62 -0.90 3.26
H -4.68 -1.88 -0.24
H -4.23 -3.42 -2.10
H -1.91 -3.77 -2.85
H 0.31 -3.56 -2.56
H 0.94 -0.58 -2.40
H 0.06 -1.36 -3.72
H 1.75 -1.78 -3.41
H 1.50 -1.90 -0.30
H 2.29 -3.20 -1.23
H 0.94 -3.57 -0.15
```

Atom charges from the Mulliken analysis, given in e for atoms 1 to 8: -0.36, -1.61, 1.00, -0.66, 0.53, -0.50, -0.57, -0.14

=====

No. 6
Below is a molecular structure, C15H29N2O9Sr, with properties calculated with wB97M-V/def2-TZVPD.

## Properties
gap between HOMO and LUMO: 6.42 eV
HOMO: -0.41240 hartree
electronic energy: -38255.0812 eV
net charge: +1

XYZ file:
```
56
C15H29N2O9Sr wB97M-V/def2-TZVPD
Sr 0.72 3.01 1.06
N -1.17 0.72 0.66
O -0.11 0.85 -0.04
O -1.57 1.79 1.21
O -1.72 -0.33 0.78
C -2.80 0.36 4.33
N -2.16 -0.17 5.55
O -1.78 -1.32 5.53
O -2.15 0.56 6.52
H -2.61 -0.32 3.50
H -2.35 1.30 4.04
H -3.88 0.40 4.40
C -0.11 -3.59 3.93
O 0.48 -3.76 2.68
C 0.36 -2.59 1.94
C 1.26 -2.56 0.70
O 2.36 -3.43 0.86
C 3.57 -2.86 0.45
H 0.31 -2.82 4.58
H -0.20 -4.53 4.49
H -1.20 -3.41 3.85
H 0.44 -1.69 2.58
H -0.68 -2.41 1.62
H 1.55 -1.53 0.47
H 0.63 -2.87 -0.14
H 3.78 -1.96 1.05
H 3.60 -2.60 -0.62
H 4.35 -3.60 0.63
C 4.08 1.03 0.74
O 2.94 1.64 0.13
C 3.08 1.71 -1.28
C 2.65 3.08 -1.73
O 1.25 3.26 -1.40
C 0.36 2.92 -2.49
H 4.95 1.70 0.77
H 4.31 0.07 0.28
H 3.88 0.88 1.80
H 2.60 0.88 -1.80
H 4.14 1.70 -1.57
H 2.81 3.24 -2.80
H 3.13 3.89 -1.18
H 0.44 1.85 -2.66
H 0.62 3.48 -3.39
H -0.65 3.15 -2.17
C -4.34 0.69 -4.87
C -3.37 -0.25 -5.19
C -2.27 -0.47 -4.35
C -2.23 0.21 -3.15
C -3.16 1.20 -2.85
C -4.27 1.37 -3.66
H -5.20 0.75 -5.52
H -3.44 -0.80 -6.12
H -1.57 -1.27 -4.54
H -1.44 -0.09 -2.46
H -3.06 1.63 -1.86
H -5.12 1.94 -3.29
```

Atom charges from the Mulliken analysis, given in e for atoms 1 to 8: 1.77, 1.02, -0.45, -0.83, -0.53, -0.64, 0.91, -0.49

=====

No. 7
Below is a molecular structure, C15H29NO4S, with properties calculated with wB97M-V/def2-TZVPD.

## Properties
gap between HOMO and LUMO: 9.48 eV
HOMO: -0.33139 hartree
ΔE to the lowest compared entry with this formula, charge and spin: 14.598 eV
electronic energy: -36527.2625 eV

XYZ file:
```
50
C15H29NO4S wB97M-V/def2-TZVPD
C 0.42 -2.05 -1.97
C -0.65 -3.02 -1.90
C -1.71 -2.40 -0.95
C -1.31 -2.46 0.49
C -2.43 -2.25 1.37
C -3.25 -0.85 1.29
C -2.36 0.32 1.29
C -3.08 1.76 0.79
C -2.23 2.98 0.55
C -1.43 2.88 -0.71
H -2.21 2.80 -1.48
H -1.17 4.01 -1.05
O -0.37 1.80 -0.84
C 0.85 2.55 -0.38
O 1.09 3.60 -0.37
N 1.65 1.40 -0.24
H 1.39 0.33 -0.27
C 3.03 1.60 0.17
C 3.40 1.07 1.36
H 4.23 1.25 1.99
H 2.44 1.11 2.04
S 3.20 -0.68 1.04
O 4.22 -1.46 1.73
O 1.90 -1.19 0.96
C 3.97 -0.31 -1.04
C 4.17 1.05 -0.90
H 5.10 1.17 -0.62
H 3.91 1.54 -1.94
H 3.18 -0.94 -1.38
H 4.96 -1.04 -0.81
H 3.22 2.85 0.09
H -1.46 3.03 1.31
H -2.77 3.90 0.69
H -3.77 1.48 0.04
H -3.71 1.87 1.80
H -1.56 0.51 0.32
H -1.64 0.54 1.85
H -3.77 -0.84 0.58
H -3.93 -0.54 2.07
H -2.11 -1.88 2.61
H -3.11 -2.95 1.71
H -1.10 -3.34 1.03
H -0.64 -1.76 0.63
H -2.78 -3.30 -0.94
H -2.29 -1.44 -1.32
H -1.12 -3.22 -2.89
H -0.36 -4.09 -1.52
H 1.04 -2.11 -1.07
H 1.08 -2.32 -2.92
H -0.11 -0.99 -2.30
```

Atom charges from the Mulliken analysis, given in e for atoms 1 to 8: -0.43, -0.63, -0.13, 0.04, -1.31, -2.13, -0.28, -0.81

=====

No. 8
Below is 2 unconnected molecules or ions with the total composition C15H29NO4S, with properties calculated with wB97M-V/def2-TZVPD.

## Properties
gap between HOMO and LUMO: 10.14 eV
HOMO: -0.34931 hartree
ΔE to the lowest compared entry with this formula, charge and spin: 2.101 eV
electronic energy: -36539.7595 eV

XYZ file:
```
50
C15H29NO4S wB97M-V/def2-TZVPD
C 1.27 -5.70 2.49
O 1.35 -4.60 1.61
C 0.56 -4.74 0.45
C -0.92 -4.94 0.67
C -1.70 -3.65 1.06
C -0.94 -2.65 1.91
C -1.66 -1.28 1.87
C -0.71 -0.11 2.21
C -0.03 0.50 1.00
C -0.91 1.03 -0.16
N -0.23 0.56 -1.37
C 1.12 0.38 -1.05
O 2.04 0.73 -1.68
C 1.05 -0.33 0.30
H 0.39 -5.59 3.12
H 1.11 -6.61 1.91
H 2.14 -5.77 3.11
H 0.69 -3.82 -0.12
H 0.99 -5.53 -0.17
H -1.16 -5.71 1.39
H -1.33 -5.28 -0.27
H -2.55 -3.97 1.65
H -2.12 -3.20 0.17
H -0.85 -2.97 2.94
H 0.07 -2.46 1.56
H -1.98 -1.15 0.85
H -2.53 -1.29 2.51
H -1.26 0.65 2.75
H 0.06 -0.49 2.88
H 0.50 1.37 1.37
H -1.98 0.92 -0.09
H -0.73 2.11 -0.14
H -0.30 1.14 -2.20
H 1.96 -0.34 0.88
H 0.78 -1.34 0.01
C -0.13 5.78 -2.99
C 0.01 4.27 -3.22
C 1.25 3.80 -2.43
S 1.41 4.92 -1.05
O 2.63 5.67 -1.20
O 1.10 4.22 0.18
C 0.04 5.98 -1.49
H -1.09 6.15 -3.34
H 0.65 6.31 -3.53
H -0.88 3.76 -2.84
H 0.11 4.02 -4.28
H 1.13 2.79 -2.05
H 2.15 3.86 -3.03
H 0.27 7.01 -1.21
H -0.84 5.63 -0.94
```

Atom charges from the Mulliken analysis, given in e for atoms 1 to 8: -0.75, -0.37, -0.65, -0.53, -0.82, -0.29, -0.81, -1.38

=====

What is the formula in the fourth record? C15H28N5O7